# C5H11N2O

One molecule with the formula C5H11N2O at a distorted geometry (ωB97M-V with the def2-TZVPD basis set, the Open Molecules 2025 dataset).

```
19
Properties=species:S:1:pos:R:3:mulliken_charge:R:1
C 2.05493 1.44123 -1.17896 -0.270
O 1.72297 2.74954 -1.08676 -0.372
C 0.72834 0.71340 -1.64487 -0.507
C 0.40020 -0.46679 -0.77559 -0.708
C -0.40083 0.07967 0.43455 -0.370
N -2.56982 -1.85327 2.70918 -0.697
C -1.53440 -1.23904 2.23128 0.265
N -1.45738 -0.69244 0.99124 -0.225
H 2.52418 1.02417 -0.27452 0.273
H 2.76343 1.41093 -2.05626 0.295
H -0.16448 1.49867 -1.55966 0.299
H 1.02369 0.44529 -2.67717 0.326
H -0.19640 -1.24791 -1.31504 0.311
H 1.36103 -0.87414 -0.53690 0.334
H 0.29851 0.21755 1.35865 0.088
H -0.50627 1.15754 0.18867 0.212
H -3.16955 -2.39188 2.03633 0.212
H -0.64010 -0.88313 2.83436 0.277
H -2.23805 -1.08937 0.32146 0.256
```

- ΔE to the lowest compared entry with this formula, charge and spin: 224.6 kJ/mol
- HOMO (spin up / spin down): -8.79 / -8.79 eV
- Multiplicity: 2
- Total energy: -381.7122 Ha
- Strongest force on any atom: 4.56 eV/A

# C5H11N2O

A 2-piece molecular cluster, C5H11N2O overall at a distorted geometry (ωB97M-V with the def2-TZVPD basis set, the Open Molecules 2025 dataset).

```
19
Properties=species:S:1:pos:R:3:mulliken_charge:R:1
C 0.35661 0.08277 1.54325 -0.629
C -0.22523 -0.61152 0.56688 0.593
C -1.47254 1.24064 0.91271 -0.196
N -0.40214 1.28652 1.73611 -0.042
N -1.34165 0.07925 0.22315 -0.031
C 0.52716 -1.99588 -1.36957 -1.044
C 0.10543 -1.90328 0.14710 -0.583
H 1.15441 -0.18779 2.23492 0.386
H -2.26643 1.98485 0.84939 0.391
H -0.16291 2.08333 2.35349 0.253
H -2.12321 -0.28789 -0.34927 0.300
H 1.31212 -1.24617 -1.56546 0.335
H -0.32875 -1.79105 -2.03445 0.321
H 0.92753 -2.99532 -1.60925 0.336
H -0.82277 -2.50475 0.19344 0.277
H 0.82328 -2.33592 0.87027 0.331
O 0.93638 3.08358 -1.43868 -0.644
H 1.68978 2.67681 -0.95372 0.317
H 1.31294 3.34184 -2.31032 0.329
```

- ΔE to the lowest compared entry with this formula, charge and spin: 79.4 kJ/mol
- HOMO: -14.03 eV
- Total charge: +1
- Multiplicity: 1
- Total energy: -381.6337 Ha
- Strongest force on any atom: 4.16 eV/A

# C5H11N2O

An isolated ion of composition C5H11N2O and charge +1 at a distorted geometry (ωB97M-V with the def2-TZVPD basis set, the Open Molecules 2025 dataset).

```
19
Properties=species:S:1:pos:R:3:mulliken_charge:R:1
C 0.32644 0.12804 -1.70639 -1.718
C 0.24513 0.09812 -0.19685 1.259
C -0.61477 -1.17006 0.25546 -1.283
C -0.92127 1.13137 0.19835 -0.170
N -0.81285 1.61962 1.37374 -0.134
C 1.67559 0.15560 0.58452 0.096
N 2.79183 0.55060 -0.08194 -0.331
O 1.59270 -0.18615 1.72368 -0.526
H 0.46204 1.18915 -2.03021 0.398
H -0.69196 -0.18406 -1.99910 0.448
H 1.16827 -0.52216 -2.04443 0.445
H -1.61482 -1.08319 -0.22728 0.385
H -0.24627 -2.03922 -0.45794 0.359
H -0.69842 -1.36929 1.28205 0.361
H -1.92702 1.16208 -0.32236 0.369
H -1.61404 2.05671 1.83347 0.289
H 0.11018 1.62440 1.87729 0.274
H 2.97612 0.48887 -1.08176 0.201
H 3.58705 0.67339 0.48678 0.280
```

- ΔE to the lowest compared entry with this formula, charge and spin: 195.8 kJ/mol
- HOMO: -14.22 eV
- Total charge: +1
- Multiplicity: 1
- SMILES: CC(C)(C=[NH2+])C(N)=O
- Total energy: -381.5894 Ha
- Strongest force on any atom: 4.65 eV/A

# C5H11N2O

An isolated ion of composition C5H11N2O and charge +1 at a distorted geometry (ωB97M-V with the def2-TZVPD basis set, the Open Molecules 2025 dataset).

```
19
Properties=species:S:1:pos:R:3:mulliken_charge:R:1
C 3.05739 0.03810 -0.10418 -0.975
C 1.66745 -0.54173 0.26946 -0.219
C 0.52202 -0.10223 -0.26850 -0.547
C -0.83128 -0.65721 -0.04599 0.537
N -0.89484 -2.01440 -0.04211 -0.387
N -1.96583 0.09044 0.05798 0.240
C -1.99622 1.53058 0.20920 -0.731
O -3.14198 -0.64270 -0.02431 -0.474
H 3.47570 -0.71753 -0.96938 0.280
H 2.85298 1.08100 -0.39121 0.317
H 3.59457 0.10513 0.82351 0.337
H 1.53832 -1.38987 0.97926 0.361
H 0.72875 0.72723 -0.96718 0.404
H -0.18969 -2.68914 -0.26450 0.252
H -1.85094 -2.33529 -0.25485 0.273
H -2.25653 1.69188 1.22355 0.339
H -0.94070 1.77058 -0.04975 0.305
H -2.87682 1.75992 -0.41566 0.310
H -3.80071 -0.10111 0.46066 0.380
```

- ΔE to the lowest compared entry with this formula, charge and spin: 364.5 kJ/mol
- HOMO: -13.98 eV
- Total charge: +1
- Multiplicity: 1
- SMILES: C/C=C/C(=[NH2+])N(C)O
- Total energy: -381.5251 Ha
- Strongest force on any atom: 4.24 eV/A

# C5H11N2O

An isolated ion of composition C5H11N2O and charge +1 at a distorted geometry (ωB97M-V with the def2-TZVPD basis set, the Open Molecules 2025 dataset).

```
19
Properties=species:S:1:pos:R:3:mulliken_charge:R:1
C 1.13488 -1.62521 0.49850 -1.334
C 0.61210 -0.24078 0.38724 0.674
N -0.53009 -0.09353 -0.38901 0.176
O -1.89008 -0.54836 0.51657 -0.535
C -0.92348 0.34910 -1.54548 0.190
N -2.16673 0.49431 -1.80550 -0.335
C 1.54111 0.94205 0.15338 -0.880
C 0.71015 0.85089 1.43336 -0.673
H 1.36240 -2.19632 -0.35691 0.367
H 0.42903 -2.13990 1.16989 0.264
H 2.16823 -1.64241 0.90563 0.379
H -1.80362 -0.68179 1.45186 0.337
H -0.13713 0.43471 -2.31072 0.411
H -2.53855 0.84166 -2.72679 0.271
H -2.93902 0.38357 -1.01133 0.318
H 1.22208 1.57030 -0.52326 0.404
H 2.61271 0.94585 0.25840 0.307
H 1.14284 0.77462 2.35064 0.371
H -0.00684 1.58121 1.54351 0.289
```

- ΔE to the lowest compared entry with this formula, charge and spin: 520.1 kJ/mol
- HOMO: -14.56 eV
- Total charge: +1
- Multiplicity: 1
- SMILES: CC1(/[N+](O)=C/N)CC1
- Total energy: -381.4659 Ha
- Strongest force on any atom: 5.38 eV/A

# C5H11N2O

A 2-piece molecular cluster, C5H11N2O overall (ωB97M-V with the def2-TZVPD basis set, the Open Molecules 2025 dataset).

```
19
Properties=species:S:1:pos:R:3:mulliken_charge:R:1
C 1.46327 -1.18028 -0.69729 0.010
C -1.87912 -0.40651 0.43522 -0.333
C -1.85595 -1.39307 1.33023 -0.749
C -0.78604 -0.10827 -0.47614 0.954
C -0.98334 1.00480 -1.44253 -1.282
N 2.51298 -0.66014 -0.09722 -0.236
N 0.27304 -0.79801 -0.47570 -0.180
O 1.19246 1.68478 1.04705 -0.609
H 1.60491 -2.03964 -1.34906 0.388
H 2.36010 0.14462 0.49833 0.242
H -2.74637 0.23118 0.33579 0.365
H -2.69446 -1.58500 1.97701 0.297
H -0.99660 -2.03682 1.43776 0.235
H -0.09252 1.18868 -2.03535 0.349
H -1.25797 1.91094 -0.90458 0.351
H -1.81646 0.76173 -2.10181 0.395
H 3.42812 -1.06823 -0.18681 0.231
H 0.41670 2.24630 1.10083 0.285
H 1.85724 2.10294 1.60427 0.285
```

- ΔE to the lowest compared entry with this formula, charge and spin: 147.2 kJ/mol
- HOMO: -14.21 eV
- Total charge: +1
- Multiplicity: 1
- Total energy: -381.6079 Ha
- Strongest force on any atom: 0.62 eV/A

Which formula does entry 6 have?
C5H11N2O

What is the multiplicity in the second record?
1

What is the total energy in the fourth record?
-381.5251 Ha

Among the records above, which one has the lowest total energy?
number 1